Entry from the OMol25 dataset: a single C3H5N3S2 molecule in a non-equilibrium geometry (ωB97M-V/def2-TZVPD).

XYZ file:
```
13
Properties=species:S:1:pos:R:3:nbo_charge:R:1
C 0.57 -0.77 -1.10 0.2500
C -0.98 -0.62 1.82 -0.1067
C 1.94 1.12 -1.31 -0.4209
N -0.24 -1.63 -0.26 -0.3460
N -0.70 -1.21 0.81 0.0301
N 1.08 0.25 -0.66 -0.4515
S -3.41 0.69 2.63 -0.1255
S -1.80 -0.45 3.15 0.3029
H 0.63 -1.26 -2.10 0.1551
H 1.96 2.07 -0.90 0.2020
H 2.94 0.59 -1.33 0.2021
H 1.75 1.24 -2.34 0.1782
H -3.73 -0.02 1.58 0.1302
```

## Properties
Orbital gap = 8.08 eV
HOMO level = -8.2778 eV
Calculated total energy = -29328.5933 eV
Total charge = 0

=====

Entry from the OMol25 dataset: a single C3H5N3S2 molecule in a non-equilibrium geometry (ωB97M-V/def2-TZVPD).

XYZ file:
```
13
Properties=species:S:1:pos:R:3:nbo_charge:R:1
C 1.21 0.19 0.05 0.5194
C -0.82 0.90 -0.10 -0.0559
C -0.91 -0.45 -0.09 -0.1303
H 2.93 -0.21 -0.97 0.3888
H 3.05 1.02 0.27 0.3984
H -3.04 1.42 -0.48 0.1441
H -2.36 -1.92 1.29 0.1398
H 0.59 -1.95 0.16 0.4349
N 2.62 0.06 0.00 -0.8462
N 0.53 1.26 0.04 -0.4974
N 0.38 -0.93 -0.07 -0.5639
S -1.97 2.19 -0.01 0.0681
S -2.22 -1.58 -0.09 0.0001
```

## Properties
Orbital gap = 8.57 eV
HOMO level = -8.0189 eV
Calculated total energy = -29332.4963 eV
Total charge = 0
SMILES = Nc1nc(S)c(S)[nH]1

=====

Entry from the OMol25 dataset: a single C3H5N3S2 molecule in a non-equilibrium geometry (ωB97M-V/def2-TZVPD).

XYZ file:
```
13
Properties=species:S:1:pos:R:3:nbo_charge:R:1
C 1.92 0.91 0.19 0.2921
C -0.96 -1.47 0.53 -0.7564
C -0.59 1.10 -0.23 0.3345
H 2.60 -0.89 0.80 0.3480
H 1.69 1.91 0.27 0.1948
H -1.61 -2.41 0.17 0.2769
H -0.32 -1.54 1.53 0.2449
H -1.49 2.99 0.13 0.4019
N 2.91 0.08 0.82 -0.6333
N 0.65 0.39 -0.60 -0.6387
N -0.67 2.30 -0.36 -0.6794
S 0.47 -1.36 -0.69 0.3900
S -1.93 -0.06 0.39 0.2248
```

## Properties
Orbital gap = 9.24 eV
HOMO level = -9.0124 eV
Calculated total energy = -29328.9657 eV
Total charge = 0
SMILES = [H]/N=C\N1SCS/C1=N\[H]

=====

Entry from the OMol25 dataset: a single C3H5N3S2 molecule in a non-equilibrium geometry (ωB97M-V/def2-TZVPD).

XYZ file:
```
13
Properties=species:S:1:pos:R:3:nbo_charge:R:1
C -0.02 0.40 0.19 0.0964
C -0.84 -0.42 -0.77 0.0192
C -0.19 0.43 1.64 -0.5491
N 0.96 1.00 -0.43 -0.1550
N -0.31 -0.19 -2.01 -0.4254
N 0.93 0.67 -1.71 -0.2378
S -1.92 -1.60 -0.38 -0.1721
S 1.10 -0.57 2.47 -0.0343
H -1.15 -0.04 1.98 0.2649
H -0.15 1.31 2.14 0.2436
H -0.36 -0.64 -2.90 0.4368
H 1.14 1.44 -2.28 0.3864
H 0.81 -1.78 2.06 0.1265
```

## Properties
Orbital gap = 8.45 eV
HOMO level = -8.4335 eV
Calculated total energy = -29330.6175 eV
Total charge = 0
SMILES = S=c1[nH][nH]nc1CS

=====

Entry from the OMol25 dataset: a molecular structure, C3H5N4 in a non-equilibrium geometry (ωB97M-V/def2-TZVPD).

XYZ file:
```
12
Properties=species:S:1:pos:R:3:nbo_charge:R:1
C -0.26 -1.66 0.24 0.2511
C -0.40 -2.31 -0.85 0.2084
C 0.34 2.36 -0.12 -0.5016
N 0.53 0.59 1.72 0.2547
N -0.02 -1.16 1.32 -0.5107
N -0.43 -2.43 -2.09 -0.4259
N 0.46 1.43 0.94 0.0423
H 0.81 1.87 -1.03 0.2818
H 1.06 3.21 0.26 0.2905
H -0.73 2.62 -0.39 0.3044
H -0.32 -1.36 2.31 0.4263
H -1.06 -3.17 -2.32 0.3788
```

## Properties
Orbital gap = 7.21 eV
HOMO level = -12.6437 eV
Calculated total energy = -9139.4158 eV
Total charge = +1

=====

Entry from the OMol25 dataset: 2 unconnected molecules or ions with the total composition C3H5N4 in a non-equilibrium geometry (ωB97M-V/def2-TZVPD).

XYZ file:
```
12
Properties=species:S:1:pos:R:3:nbo_charge:R:1
C 2.58 0.32 0.28 0.5176
C 2.10 1.31 1.12 -0.1130
C -1.95 -1.66 -1.02 0.0141
N 0.79 1.19 0.87 -0.2903
N 1.69 -0.33 -0.39 -0.2126
N 0.59 0.21 -0.03 0.1317
N -1.86 -0.47 -0.72 -0.5492
H 2.58 1.99 1.79 0.2883
H -2.84 -2.14 -1.45 0.1887
H -1.10 -2.32 -0.86 0.1835
H 0.01 1.70 1.26 0.4636
H -2.60 0.20 -0.85 0.3776
```

## Properties
Orbital gap (spin up / spin down) = 4.60 / 4.61 eV
HOMO level (spin up / spin down) = -13.4259 / -13.4288 eV
Calculated total energy = -9137.6927 eV
Total charge = +1

=====

Entry from the OMol25 dataset: a gas-phase ion, C3H5N4O (charge +1) in a non-equilibrium geometry (ωB97M-V/def2-TZVPD).

XYZ file:
```
13
Properties=species:S:1:pos:R:3:nbo_charge:R:1
C 0.36 -1.95 -0.08 -0.1212
C 0.70 -0.72 -0.09 0.0227
C 0.46 0.67 -0.03 0.4224
N -1.09 -2.39 0.00 -0.0341
N -2.12 -0.50 0.79 0.1063
N 0.74 1.43 1.06 -0.7058
N 0.19 1.29 -1.19 -0.7413
O -1.86 -1.57 0.42 0.0547
H 0.87 -2.79 -0.31 0.2589
H 0.79 1.01 1.98 0.4317
H 0.67 2.40 1.06 0.4183
H 0.22 0.81 -2.11 0.4351
H 0.05 2.30 -1.51 0.4523
```

## Properties
Orbital gap (spin up / spin down) = 7.31 / 9.50 eV
HOMO level (spin up / spin down) = -13.9171 / -14.1872 eV
Calculated total energy = -11183.6667 eV
Total charge = +1

=====

Entry from the OMol25 dataset: a molecular structure, C3H5N5 in a non-equilibrium geometry (ωB97M-V/def2-TZVPD).

XYZ file:
```
13
Properties=species:S:1:pos:R:3:nbo_charge:R:1
C 0.52 0.18 -0.12 0.5224
C -1.60 -0.38 0.02 0.3538
C -1.48 1.18 -0.04 0.0707
H 2.59 -1.19 0.98 0.3785
H 3.35 -1.11 -0.90 0.4001
H 2.14 1.47 0.66 0.3692
H -2.36 -1.94 0.12 0.3508
H -2.31 1.75 0.27 0.2130
N 2.87 -0.64 0.14 -0.6845
N 1.92 0.37 -0.13 -0.4315
N -0.16 -0.91 -0.11 -0.5521
N -2.67 -1.01 0.05 -0.5733
N -0.25 1.49 0.00 -0.4170
```

## Properties
Orbital gap = 9.31 eV
HOMO level = -9.6464 eV
Calculated total energy = -10637.9817 eV
Total charge = 0

=====

Entry from the OMol25 dataset: a single C3H5N5 molecule in a non-equilibrium geometry (ωB97M-V/def2-TZVPD).

XYZ file:
```
13
Properties=species:S:1:pos:R:3:nbo_charge:R:1
C -1.90 -1.05 -1.24 -0.6554
C -0.60 -1.14 -0.42 0.4240
C 1.16 1.26 1.44 0.1176
H -2.48 -0.29 -0.66 0.2320
H -2.73 -1.92 -1.37 0.2620
H -1.61 -0.67 -2.09 0.2212
H 1.00 -1.98 0.51 0.4044
H 1.85 1.60 2.17 0.2326
N 0.02 -2.18 -0.09 -0.5995
N 0.26 0.13 -0.27 -0.0612
N 1.08 -0.01 0.86 -0.3001
N 0.49 2.03 0.37 -0.2774
N -0.13 1.29 -0.49 -0.0001
```

## Properties
Orbital gap = 9.92 eV
HOMO level = -9.6993 eV
Calculated total energy = -10637.7589 eV
Total charge = 0
SMILES = [H]/N=C(/C)n1ncnn1

=====

Entry from the OMol25 dataset: a single C3H5N5S molecule in a non-equilibrium geometry (ωB97M-V/def2-TZVPD).

XYZ file:
```
14
Properties=species:S:1:pos:R:3:nbo_charge:R:1
C -3.06 1.58 -0.05 0.3977
C -0.91 -1.22 0.02 0.0435
C 1.12 0.79 -0.09 -0.7766
N -3.09 2.67 -0.44 -0.3906
N -3.15 -1.79 0.07 -0.1030
N -3.53 -0.66 0.19 0.1069
N -1.77 -2.05 -0.30 -0.4852
N -2.77 0.35 0.22 -0.4513
S 0.28 -0.46 -1.10 0.2778
H -0.56 -1.21 1.11 0.2231
H 0.60 1.80 -0.21 0.2599
H 2.21 0.64 -0.41 0.2507
H 1.20 0.62 1.01 0.2426
H -1.85 -2.41 -1.34 0.4045
```

## Properties
Orbital gap (spin up / spin down) = 8.05 / 8.05 eV
HOMO level (spin up / spin down) = -8.8725 / -8.8720 eV
Calculated total energy = -21471.8888 eV
Total charge = 0

=====

Entry from the OMol25 dataset: a molecular structure, C3H5NO (ωB97M-V/def2-TZVPD).

XYZ file:
```
10
Properties=species:S:1:pos:R:3:nbo_charge:R:1
O -1.53 1.42 0.68 -0.5034
C -0.80 0.49 0.46 0.6007
C -0.65 -0.45 -0.74 -0.3290
N 0.75 0.04 -0.66 -0.6133
C 0.67 0.24 0.81 -0.3288
H -0.77 -1.54 -0.57 0.1906
H -1.25 -0.13 -1.59 0.2089
H 1.49 -0.53 -1.04 0.3750
H 0.92 -0.66 1.41 0.1903
H 1.17 1.12 1.23 0.2089
```

## Properties
Orbital gap = 10.60 eV
HOMO level = -9.7166 eV
Calculated total energy = -6727.9074 eV
Total charge = 0

=====

Entry from the OMol25 dataset: a single C3H5NO molecule in a non-equilibrium geometry (ωB97M-V/def2-TZVPD).

XYZ file:
```
10
Properties=species:S:1:pos:R:3:nbo_charge:R:1
O 2.20 0.31 0.20 -0.5845
C 1.05 0.17 -0.08 0.6825
C -0.23 0.97 0.23 -0.5281
C -0.93 -0.39 0.04 -0.2329
N 0.39 -0.91 -0.59 -0.6429
H -0.17 1.39 1.24 0.2335
H -0.49 1.76 -0.48 0.2382
H -1.26 -0.81 1.00 0.2044
H -1.39 -0.65 -0.89 0.2307
H 0.82 -1.83 -0.68 0.3992
```

## Properties
Orbital gap = 10.69 eV
HOMO level = -9.6847 eV
Calculated total energy = -6728.3536 eV
Total charge = 0
SMILES = O=C1CCN1

=====

What did we get for energy above the lowest of the compared OMol25 structures with the same formula, charge and spin? Answer: 396.8, 20.2, 360.9, 201.5, 539.4, 705.6, 816.1, 472.0, 493.5, 430.7, 160.7, 117.6 kJ/mol, in the order shown.